(one)
{"formula": "C4H12N4", "method": "ωB97M-V/def2-TZVPD", "elements": ["N", "C", "C", "C", "H", "H", "H", "H", "H", "H", "H", "N", "C", "N", "N", "H", "H", "H", "H", "H"], "positions_angstrom": [[-2.4990, 0.6074, -0.4281], [-1.5996, 1.5055, 0.3090], [-1.2597, 1.5655, 2.7854], [-2.0409, 1.7112, 1.7185], [-2.0489, 0.3366, -1.2898], [-3.3364, 1.1016, -0.6886], [-1.5002, 2.4953, -0.1602], [-0.5901, 1.0902, 0.2857], [-1.5622, 1.9078, 3.7626], [-0.2665, 1.1581, 2.6303], [-3.0775, 1.9786, 1.9129], [2.9876, -1.9162, -0.3432], [2.2601, -1.5769, -1.4822], [1.1024, -2.3121, -1.5910], [2.5522, -0.7078, -2.3614], [3.6087, -1.2196, 0.0279], [2.5172, -2.4364, 0.3654], [0.7128, -2.7874, -0.8072], [0.5260, -2.1008, -2.3784], [3.5139, -0.4006, -2.2675]], "mulliken_charge": [-0.64, -0.22, -0.73, -0.08, 0.23, 0.23, 0.21, 0.27, 0.26, 0.23, 0.24, -0.51, 0.68, -0.48, -0.72, 0.22, 0.21, 0.18, 0.23, 0.21], "spin_multiplicity": 1, "smiles": "N=C(N)N.C=CCN", "gap_ev": 9.64, "e_homo_ev": -9.0}

(two)
{"formula": "C4H12N4", "method": "ωB97M-V/def2-TZVPD", "elements": ["C", "C", "C", "C", "N", "N", "N", "N", "H", "H", "H", "H", "H", "H", "H", "H", "H", "H", "H", "H"], "positions_angstrom": [[-1.9373, 0.7458, 0.1392], [1.2405, 1.7056, 0.5343], [0.1588, -0.8462, -2.1367], [0.6913, -1.6363, 1.4270], [-0.7251, 0.5722, -0.4751], [0.2949, 0.6545, 0.5995], [-0.3389, -0.7900, -0.7363], [0.8155, -0.6201, 0.2082], [-2.0932, -0.0409, 1.0179], [-1.9802, 1.7782, 0.6124], [-2.7168, 0.4405, -0.6189], [1.5904, 1.8843, 1.5548], [1.9302, 1.7227, -0.2964], [0.6917, 2.5969, 0.4370], [0.4925, -1.9550, -2.2811], [-0.8468, -0.7241, -2.7578], [0.8828, -0.1274, -2.2373], [1.1600, -2.5768, 1.0938], [1.0234, -1.0160, 2.3295], [-0.3338, -1.7681, 1.5859]], "mulliken_charge": [-0.66, -0.93, -0.67, -0.72, -0.12, -0.01, -0.15, -0.23, 0.22, 0.23, 0.31, 0.34, 0.34, 0.35, 0.25, 0.24, 0.36, 0.29, 0.29, 0.30], "spin_multiplicity": 1, "smiles": "CN1N(C)N(C)N1C", "gap_ev": 9.21, "e_homo_ev": -8.0}

On energetic grounds, (one) is preferred over the next structure by 504.6 kJ/mol.

(one)
{"formula": "C4H4O4", "method": "ωB97M-V/def2-TZVPD", "elements": ["C", "C", "C", "C", "H", "H", "H", "H", "O", "O", "O", "O"], "positions_angstrom": [[-1.6741, 0.2973, 0.0759], [-0.3888, -0.6263, 0.1393], [0.7156, 0.1848, -0.4362], [1.9731, 0.4476, 0.2990], [-2.7439, -1.3982, 0.3749], [0.4772, 0.9756, -1.1643], [2.4356, 1.5578, -0.0341], [2.4050, -0.0468, 1.4817], [-2.9276, -0.4819, -0.4629], [-1.4569, 1.5548, 0.0769], [-0.5679, -1.6959, 0.3223], [1.7526, -0.7688, -0.6725]], "mulliken_charge": [0.27, 0.52, 0.12, -0.42, 0.41, 0.38, 0.24, 0.27, -0.51, -0.50, -0.37, -0.42], "spin_multiplicity": 1, "gap_ev": 9.63, "e_homo_ev": -10.1}

(two)
{"formula": "C4H4O4", "method": "ωB97M-V/def2-TZVPD", "elements": ["C", "C", "C", "C", "H", "H", "H", "H", "O", "O", "O", "O"], "positions_angstrom": [[1.2891, 0.0809, 1.2849], [0.3912, -0.8347, 0.3386], [-1.2485, 0.4442, -0.2899], [-0.3049, 0.2936, -1.4484], [2.3074, -0.5533, 1.8771], [0.7420, -1.8362, 0.4834], [-1.2870, 1.3659, 0.2066], [-2.2383, 0.3086, -0.7444], [0.9228, 1.3794, 1.3621], [-1.0061, -0.6794, 0.4934], [-0.2123, 0.5782, -2.5690], [0.6447, -0.5472, -0.9943]], "mulliken_charge": [0.01, 0.29, -0.30, 0.60, 0.24, 0.32, 0.29, 0.29, -0.48, -0.40, -0.51, -0.35], "spin_multiplicity": 1, "gap_ev": 9.73, "e_homo_ev": -10.4}

(three)
{"formula": "C4H4O4", "method": "ωB97M-V/def2-TZVPD", "elements": ["C", "C", "C", "C", "H", "H", "H", "H", "O", "O", "O", "O"], "positions_angstrom": [[0.1460, 0.3034, 0.2562], [-0.9406, -0.7661, 0.8382], [0.9095, -0.8253, -0.6568], [-0.7936, 1.1583, -0.4592], [1.8944, 0.7419, 0.3434], [-1.0802, -0.5823, 2.0075], [0.6792, -1.6027, -1.4332], [-0.5218, 2.2965, -0.7549], [1.1801, 0.7032, 1.1653], [-1.5786, -1.5459, 0.1703], [2.1942, -0.5245, -0.7421], [-2.0886, 0.6436, -0.7346]], "mulliken_charge": [0.88, -0.01, -0.03, -0.21, 0.42, 0.29, 0.43, 0.29, -0.60, -0.40, -0.56, -0.49], "spin_multiplicity": 1, "smiles": "O=CC(O)(C=O)C=O", "gap_ev": 8.70, "e_homo_ev": -10.1}

(four)
{"formula": "C4H4O4", "method": "ωB97M-V/def2-TZVPD", "elements": ["C", "C", "C", "C", "H", "H", "H", "H", "O", "O", "O", "O"], "positions_angstrom": [[-0.6145, -0.9644, 0.6537], [0.4074, 0.0195, 0.5055], [1.0712, 0.7232, -1.4803], [0.2810, 1.6676, -1.0182], [-2.5458, -0.8310, 1.3165], [1.0738, 0.3828, 1.3075], [1.4696, 0.7720, -2.5240], [0.2514, 2.9633, -1.1151], [-1.6129, -0.5197, 1.3854], [-0.4538, -1.9920, 0.0627], [1.3092, -0.3096, -0.5183], [-0.1326, 1.3260, 0.2017]], "mulliken_charge": [0.46, 0.28, -0.31, -0.01, 0.36, 0.27, 0.33, 0.24, -0.45, -0.49, -0.35, -0.32], "spin_multiplicity": 1, "smiles": "O=C(O)C1OC=CO1", "gap_ev": 8.86, "e_homo_ev": -8.3}

On energetic grounds, (two) is preferred over the next structure by 38.2 kJ/mol.

(one)
{"formula": "H4N2O2P", "method": "ωB97M-V/def2-TZVPD", "elements": ["N", "N", "O", "O", "P", "H", "H", "H", "H"], "positions_angstrom": [[1.1564, -0.0591, -0.4662], [-0.2940, 0.9108, -0.3130], [-1.3913, -1.5028, -0.2684], [-2.9204, 0.5845, -0.1834], [-1.6156, -0.0902, 0.1284], [1.2802, -0.4735, 0.5515], [0.5798, -0.9439, -0.9020], [-0.1450, 1.1799, -1.3568], [-1.4746, 0.1826, 1.4806]], "mulliken_charge": [-0.63, -0.43, -0.72, -0.71, 0.68, 0.26, 0.31, 0.28, -0.04], "spin_multiplicity": 1, "smiles": "NN[P@H](=O)[O-]", "charge": -1, "gap_ev": 9.59, "e_homo_ev": -4.9}

(two)
{"formula": "H4N2O2P", "method": "ωB97M-V/def2-TZVPD", "elements": ["N", "N", "O", "O", "P", "H", "H", "H", "H"], "positions_angstrom": [[0.2090, 2.9660, -0.5173], [0.4115, 1.6469, -0.4927], [0.6782, -0.8147, 0.0102], [-1.2405, -3.0656, 0.2893], [0.7781, 0.5346, 0.6804], [0.2479, 3.2931, 0.4537], [-0.7109, -2.2719, 0.0619], [0.3283, 1.2310, -1.4251], [-0.7016, -3.5193, 0.9395]], "mulliken_charge": [-0.88, 0.26, -0.63, -0.68, -0.17, 0.14, 0.40, 0.28, 0.29], "spin_multiplicity": 1, "charge": -1, "gap_ev": [5.95, 6.48], "e_homo_ev": [-1.6, -2.2]}

On energetic grounds, (one) is preferred over the next structure by 106.1 kJ/mol.

(one)
{"formula": "C4H6N2", "method": "ωB97M-V/def2-TZVPD", "elements": ["N", "C", "C", "C", "C", "N", "H", "H", "H", "H", "H", "H"], "positions_angstrom": [[-1.8505, -0.7645, -1.4941], [-1.3752, -0.0108, -0.7500], [-0.8305, 0.9800, 0.1864], [0.2339, 0.3864, 1.0860], [0.8321, -1.3178, -1.0387], [1.2865, 1.0471, 1.3202], [-0.3901, 1.8062, -0.3786], [-1.6541, 1.3799, 0.7908], [-0.0099, -0.5917, 1.5123], [1.1351, -1.0088, -2.0598], [0.7275, -2.4186, -1.1162], [1.8950, 0.5127, 1.9418]], "mulliken_charge": [-0.45, 0.29, -0.34, -0.12, -0.46, -0.62, 0.25, 0.31, 0.44, 0.23, 0.20, 0.27], "spin_multiplicity": 1, "gap_ev": [8.48, 8.50], "e_homo_ev": [-9.3, -9.4]}

(two)
{"formula": "C4H6N2", "method": "ωB97M-V/def2-TZVPD", "elements": ["C", "C", "C", "C", "N", "N", "H", "H", "H", "H", "H", "H"], "positions_angstrom": [[0.9930, 1.3442, -1.3528], [0.7002, 0.3614, -0.5130], [-0.6691, -0.1689, -0.2827], [-0.9684, -0.8337, 0.9704], [-2.1321, 0.5492, -1.9711], [-1.5044, 0.2819, -1.0902], [1.9772, 1.6097, -1.7055], [0.1464, 1.9583, -1.6463], [1.5722, -0.1961, -0.1204], [-1.0303, 0.0269, 1.7442], [-0.0315, -1.5201, 1.3013], [-1.9283, -1.5362, 0.9307]], "mulliken_charge": [-0.87, -0.27, 0.77, -1.04, -0.70, 0.56, 0.27, 0.23, 0.24, 0.23, 0.28, 0.30], "spin_multiplicity": 1, "gap_ev": 8.79, "e_homo_ev": -7.8}

(three)
{"formula": "C4H6N2", "method": "ωB97M-V/def2-TZVPD", "elements": ["C", "C", "C", "C", "N", "N", "H", "H", "H", "H", "H", "H"], "positions_angstrom": [[-1.8133, -0.8786, -0.0066], [-0.3576, -0.4086, -0.1508], [-0.9490, 0.9883, -0.1454], [1.9361, -0.2155, 0.0479], [-2.2579, 0.3065, 0.0649], [0.7091, -1.0069, 0.0822], [-2.2757, -1.7808, 0.1406], [-0.5653, 1.6576, 0.7722], [-1.0543, 1.5828, -1.0207], [2.7118, -0.9896, -0.3866], [2.1255, 0.0823, 1.0686], [1.7905, 0.6626, -0.4663]], "mulliken_charge": [-0.44, 0.78, -0.31, -0.82, -0.50, -0.53, 0.42, 0.23, 0.26, 0.27, 0.30, 0.33], "spin_multiplicity": 1, "smiles": "C/N=C1/C=NC1", "gap_ev": 10.72, "e_homo_ev": -9.9}

On energetic grounds, (three) is preferred over the next structure by 21.8 kJ/mol.

(one)
{"formula": "C4H6N2", "method": "ωB97M-V/def2-TZVPD", "elements": ["C", "N", "C", "C", "N", "C", "H", "H", "H", "H", "H", "H"], "positions_angstrom": [[-2.0562, -0.0340, 0.3184], [-0.6933, -0.2383, -0.1364], [1.8668, -1.0345, -0.7693], [2.3895, -0.1975, 0.0422], [1.4442, 0.7175, -0.4587], [0.1188, 0.7351, -0.0384], [-2.7554, -0.2997, -0.4859], [-2.2649, -0.7052, 1.1632], [-2.2749, 0.9989, 0.6403], [1.1579, -1.6526, -1.2496], [3.2451, -0.0301, 0.6748], [-0.1775, 1.7404, 0.2993]], "mulliken_charge": [-0.70, -0.36, -0.06, -0.41, -0.42, 0.15, 0.23, 0.24, 0.28, 0.42, 0.33, 0.30], "spin_multiplicity": 1, "smiles": "C/N=C/N1C=C1", "gap_ev": 9.67, "e_homo_ev": -8.7}

(two)
{"formula": "C4H6N2", "method": "ωB97M-V/def2-TZVPD", "elements": ["C", "C", "C", "N", "N", "C", "H", "H", "H", "H", "H", "H"], "positions_angstrom": [[1.7012, 0.1406, -0.1801], [0.2871, -0.2338, 0.1353], [-0.6532, -0.3843, -0.8523], [-1.8595, -0.1466, -0.2878], [-1.7745, 0.1289, 1.0219], [-0.4807, 0.0401, 1.2944], [2.3473, 0.2239, 0.6942], [2.1719, -0.5082, -0.9233], [1.6284, 1.1391, -0.6249], [-0.5264, -0.6281, -1.8982], [-2.6856, 0.1342, -0.7876], [-0.1419, 0.1606, 2.3181]], "mulliken_charge": [-1.11, 0.61, -0.54, 0.21, -0.74, -0.41, 0.34, 0.31, 0.26, 0.42, 0.25, 0.41], "spin_multiplicity": 1, "smiles": "Cc1cn[nH]c1", "gap_ev": 9.98, "e_homo_ev": -8.9}

(three)
{"formula": "C4H6N2", "method": "ωB97M-V/def2-TZVPD", "elements": ["C", "C", "C", "C", "N", "N", "H", "H", "H", "H", "H", "H"], "positions_angstrom": [[-1.7781, -0.1679, -0.1347], [-0.3634, -0.1390, -0.3312], [0.7317, -0.9388, -0.4419], [1.8152, -0.2343, 0.2043], [1.5160, 0.9164, 0.7200], [0.1204, 1.0519, 0.4108], [-2.3355, 0.6610, -0.5782], [-2.2689, -1.1303, -0.2524], [-0.8991, 0.6676, 0.9887], [0.7696, -1.9385, -0.8486], [2.8409, -0.5821, 0.2875], [-0.0407, 1.9531, -0.0428]], "mulliken_charge": [-1.24, 0.45, -0.60, -0.03, -0.73, 0.07, 0.25, 0.27, 0.47, 0.36, 0.42, 0.30], "spin_multiplicity": 1, "gap_ev": 8.00, "e_homo_ev": -7.4}

(four)
{"formula": "C4H6N2", "method": "ωB97M-V/def2-TZVPD", "elements": ["C", "N", "C", "C", "C", "N", "H", "H", "H", "H", "H", "H"], "positions_angstrom": [[-1.4621, 0.3017, 1.2232], [-0.2363, 0.6454, 0.4954], [-0.4706, 0.6616, -0.9342], [0.2560, -0.5838, -0.1617], [1.5502, -0.5697, -0.5572], [2.6938, -0.5957, -0.9350], [-1.2132, -0.1428, 2.1919], [-2.1076, -0.3741, 0.6410], [-2.0115, 1.2317, 1.3887], [0.3346, 1.3045, -1.3561], [2.9360, -0.3464, -1.8917], [-0.2693, -1.5323, -0.1044]], "mulliken_charge": [-0.85, -0.29, -0.59, 0.24, 0.13, -0.43, 0.33, 0.38, 0.28, 0.16, 0.31, 0.33], "spin_multiplicity": 1, "gap_ev": 7.98, "e_homo_ev": -7.7}

On energetic grounds, (two) is preferred over the next structure by 380.0 kJ/mol.

(one)
{"formula": "C4H6N2", "method": "ωB97M-V/def2-TZVPD", "elements": ["N", "C", "C", "C", "C", "N", "H", "H", "H", "H", "H", "H"], "positions_angstrom": [[-0.3698, -1.3156, -1.4402], [-0.0508, -0.3798, -0.4668], [0.2238, -0.7499, 0.8047], [0.3604, 0.4513, 1.5840], [0.1531, 1.4967, 0.7074], [-0.1150, 0.9927, -0.5424], [0.3241, -1.7255, -2.0322], [-1.3154, -1.6399, -1.5013], [0.1742, -1.8389, 0.7756], [0.5750, 0.6113, 2.6364], [0.1558, 2.5694, 0.8694], [-0.1156, 1.5282, -1.3947]], "mulliken_charge": [-0.42, 0.06, -0.31, -0.67, -0.39, -0.04, 0.19, 0.19, 0.42, 0.36, 0.38, 0.23], "spin_multiplicity": 1, "smiles": "Nc1ccc[nH]1", "gap_ev": 9.19, "e_homo_ev": -8.1}

(two)
{"formula": "C4H6N2", "method": "ωB97M-V/def2-TZVPD", "elements": ["N", "C", "C", "N", "C", "C", "H", "H", "H", "H", "H", "H"], "positions_angstrom": [[0.4054, 0.4230, -1.9000], [1.2355, -0.0858, -1.2201], [1.1649, -0.7881, 0.1022], [-0.1806, -0.5640, 0.6305], [-1.2154, -0.0167, -0.1461], [-0.6438, 0.7757, 0.9717], [1.3195, -1.8566, -0.0784], [1.9259, -0.4400, 0.8069], [-2.1744, -0.5240, -0.1746], [-0.7297, 0.5837, -1.6346], [-0.0010, 1.6128, 0.6876], [-1.1063, 0.8800, 1.9549]], "mulliken_charge": [-0.44, 0.28, -0.32, -0.19, -0.60, -0.25, 0.25, 0.27, 0.26, 0.27, 0.21, 0.25], "spin_multiplicity": 1, "gap_ev": [8.96, 8.96], "e_homo_ev": [-8.5, -8.5]}

(three)
{"formula": "C4H6N2", "method": "ωB97M-V/def2-TZVPD", "elements": ["N", "C", "C", "C", "C", "N", "H", "H", "H", "H", "H", "H"], "positions_angstrom": [[-1.6146, -0.5185, -1.6754], [-1.5570, 0.4262, -1.0179], [-0.9080, 0.9415, 0.1547], [0.1153, -0.0584, 0.6590], [0.8666, -0.9110, -0.3046], [1.4903, 0.2574, 0.3227], [-0.4782, 1.8872, -0.1418], [-1.7043, 1.1423, 0.8576], [-0.0872, -0.4568, 1.6542], [0.5433, -0.8159, -1.6676], [1.2047, -1.8923, 0.0859], [2.1292, -0.0017, 1.0732]], "mulliken_charge": [-0.51, 0.33, -0.72, 0.19, -0.46, -0.58, 0.27, 0.32, 0.38, 0.25, 0.28, 0.23], "spin_multiplicity": 1, "gap_ev": 10.71, "e_homo_ev": -9.8}

(four)
{"formula": "C4H6N2", "method": "ωB97M-V/def2-TZVPD", "elements": ["C", "C", "N", "C", "C", "N", "H", "H", "H", "H", "H", "H"], "positions_angstrom": [[-0.1544, -0.2439, -1.3587], [0.7938, -0.0411, -0.2012], [0.7587, 1.2175, 0.5239], [0.3052, 0.0071, 1.2089], [-1.0835, -0.3504, 1.4059], [-2.1560, -0.7710, 1.5158], [-1.1040, 0.2770, -1.1967], [0.3024, 0.1648, -2.2646], [-0.3825, -1.2988, -1.5354], [1.7877, -0.4607, -0.3351], [-0.0185, 1.7924, 0.2066], [0.9511, -0.2928, 2.0305]], "mulliken_charge": [-1.27, 0.23, -0.58, -0.16, 0.18, -0.42, 0.33, 0.36, 0.31, 0.36, 0.30, 0.36], "spin_multiplicity": 1, "smiles": "C[C@H]1N[C@H]1C#N", "gap_ev": 11.11, "e_homo_ev": -10.1}

On energetic grounds, (one) is preferred over the next structure by 56.8 kJ/mol.

(one)
{"formula": "C4H6N2", "method": "ωB97M-V/def2-TZVPD", "elements": ["C", "C", "C", "N", "C", "N", "H", "H", "H", "H", "H", "H"], "positions_angstrom": [[-1.8929, -0.4412, 0.1631], [-0.4196, -0.1804, 0.1816], [0.1507, 1.1569, -0.0383], [1.3657, 0.6355, -0.8106], [1.6272, -0.4590, -0.1473], [0.5218, -1.1360, 0.2499], [-2.4031, 0.1227, 0.9508], [-2.1426, -1.5016, 0.2309], [-2.2873, -0.0402, -0.7854], [0.7968, 1.1613, 0.9134], [2.0503, 1.3037, -1.1288], [2.6328, -0.6218, 0.2207]], "mulliken_charge": [-1.03, 1.00, -1.09, -0.14, 0.01, -0.55, 0.30, 0.32, 0.28, 0.26, 0.28, 0.35], "spin_multiplicity": 1, "smiles": "Cc1c[nH]cn1", "gap_ev": 7.14, "e_homo_ev": -7.5}

(two)
{"formula": "C4H6N2", "method": "ωB97M-V/def2-TZVPD", "elements": ["C", "C", "C", "N", "C", "N", "H", "H", "H", "H", "H", "H"], "positions_angstrom": [[1.0421, 1.5410, -0.6970], [0.2233, 0.2290, -0.4367], [0.3526, -1.1640, -0.3990], [-0.7308, -1.6459, 0.5803], [-1.3666, -0.5002, 0.8623], [-0.9090, 0.5633, 0.2802], [1.9656, 1.4932, -1.2859], [1.3148, 1.9525, 0.2964], [0.3991, 2.3264, -1.1295], [0.8534, -1.9684, -0.9260], [-0.9904, -2.4059, 1.2605], [-2.1541, -0.4211, 1.5942]], "mulliken_charge": [-0.92, 0.52, -0.58, -0.16, -0.13, -0.56, 0.32, 0.22, 0.28, 0.35, 0.27, 0.38], "spin_multiplicity": 1, "smiles": "Cc1c[nH]cn1", "gap_ev": 9.74, "e_homo_ev": -8.8}

On energetic grounds, (two) is preferred over the next structure by 303.3 kJ/mol.